# 1
75
Properties=species:S:1:pos:R:3:forces:R:3 method="wB97M-V/def2-TZVPD" gap_ev=7.1 fmax_ev_per_a=2.3 e_homo_ev=-10.4 e_tot_ev=-188912.6735 charge=+1
Ti -0.546165 0.058751 -0.311299 0.2 -1.0 -2.0
O 1.717359 -3.590624 -4.723626 0.0 -0.1 0.0
C 1.560357 -2.769065 -3.687997 0.0 0.1 0.1
C 1.465411 -1.385615 -3.796353 0.1 0.0 -0.2
C 1.264929 -0.654018 -2.655945 0.1 0.0 0.2
N 1.135667 -1.168676 -1.410904 0.1 -0.1 -0.3
C 1.325244 -2.503101 -1.333317 0.1 0.1 0.1
Br 1.410039 -3.333205 0.350158 0.0 0.1 0.0
C 1.530648 -3.325852 -2.412468 0.0 -0.1 -0.1
H 1.674169 -3.117760 -5.563732 0.0 0.0 0.0
H 1.558519 -0.884654 -4.751701 0.0 0.0 0.0
H 1.220935 0.420917 -2.724721 -0.1 0.0 0.0
H 1.659455 -4.389854 -2.281673 0.0 0.0 0.0
O -1.898315 0.680317 0.553963 -1.1 1.0 1.1
C -2.189151 1.556002 1.536450 0.0 0.2 0.2
C -3.448873 1.546054 2.116587 -0.1 -0.1 -0.2
C -3.771945 2.485012 3.077839 0.0 0.0 0.0
C -2.831900 3.431362 3.471873 0.0 0.0 0.0
C -1.562574 3.404749 2.930167 0.1 0.1 0.0
C -1.212048 2.465611 1.959999 0.1 -0.1 0.0
C 0.127980 2.441038 1.369340 0.1 0.0 -0.1
N 0.609537 1.561423 0.483417 0.2 0.4 0.4
C 1.876749 1.990083 0.124328 -0.1 -0.1 0.0
C 2.167196 3.115361 0.808090 0.0 0.1 0.0
N 1.058676 3.384061 1.577086 0.1 0.1 0.0
H -4.156122 0.797290 1.780306 0.0 0.0 0.0
H -4.759410 2.483986 3.519919 0.0 0.0 0.0
H -3.088495 4.185703 4.202751 0.0 0.0 0.0
H -0.836948 4.134072 3.271019 0.0 0.0 0.0
H 2.476323 1.458677 -0.594430 0.0 0.0 0.1
H 3.037929 3.746563 0.799271 0.0 0.0 0.1
H 0.977399 4.149452 2.223410 0.0 0.0 0.0
Cl -0.696420 -1.233522 2.222103 0.2 -0.3 0.4
C -2.308458 -1.852028 1.952550 -0.1 0.0 -0.1
C -3.106778 -2.053702 3.062634 0.1 0.0 0.1
C -4.414498 -2.469043 2.883898 -0.1 0.0 0.0
C -4.911712 -2.660636 1.606335 0.0 0.0 -0.1
C -4.087689 -2.478688 0.506540 0.1 0.1 0.1
Cl -4.741458 -2.749493 -1.069459 0.0 0.0 0.0
C -2.750777 -2.079055 0.644991 0.0 -0.1 -0.1
S -1.693724 -1.966803 -0.760550 0.0 -0.1 0.1
H -2.699716 -1.892966 4.051903 0.0 0.0 0.0
H -5.047352 -2.647319 3.743079 0.0 0.0 0.0
H -5.939478 -2.957664 1.448680 0.0 0.0 0.0
F -4.413551 -0.546531 -5.860756 0.0 0.0 0.0
C -3.580963 -0.083762 -4.911789 0.0 0.0 0.0
C -4.043112 0.038728 -3.615771 -0.1 0.0 0.1
C -3.185270 0.529300 -2.649024 0.0 0.1 0.0
C -1.868905 0.885061 -2.953708 0.1 0.1 0.0
C -0.947806 1.433031 -1.898849 -0.2 -0.4 -0.2
C -1.448374 0.752953 -4.274878 0.0 0.0 0.0
C -2.297645 0.272120 -5.264013 0.1 0.0 0.0
H -5.060055 -0.245370 -3.379353 0.0 0.0 0.0
H -3.544037 0.649332 -1.634234 0.0 -0.1 0.0
H -1.446653 2.252364 -1.380122 0.1 0.1 0.1
H -0.043994 1.833908 -2.357743 0.1 0.1 0.1
H -0.448690 1.071957 -4.552693 0.0 0.0 0.0
H -1.984725 0.194941 -6.297066 0.0 0.0 0.0
C 2.934748 -1.730213 3.304111 -0.2 0.0 0.0
S 2.398182 -0.397417 2.211424 0.5 0.2 0.2
O 1.985140 0.737109 3.088021 -0.1 -0.1 0.0
C 4.050416 -0.026131 1.604482 -0.1 -0.1 -0.2
C 4.424649 -0.499633 0.354265 0.0 0.0 0.1
C 5.706226 -0.240155 -0.115720 0.0 0.0 0.0
C 6.596253 0.477621 0.671992 0.0 0.0 0.0
C 6.207100 0.952682 1.919952 0.0 0.0 -0.1
C 4.923698 0.710631 2.387276 0.0 0.1 0.1
H 3.546602 -1.285184 4.087694 0.0 0.0 0.0
H 3.504061 -2.451413 2.718986 0.0 0.0 0.0
H 2.049049 -2.200558 3.732331 0.0 0.0 0.0
H 3.722415 -1.079234 -0.235805 0.0 0.0 0.0
H 6.010019 -0.598863 -1.090894 0.0 0.0 0.0
H 7.601077 0.665506 0.315119 0.0 0.0 0.0
H 6.910894 1.504429 2.529453 0.0 0.0 0.0
H 4.588712 1.089676 3.346803 0.0 0.0 0.0



# 2
72
Properties=species:S:1:pos:R:3:forces:R:3 method="wB97M-V/def2-TZVPD" gap_ev=7.6 fmax_ev_per_a=0.6 e_homo_ev=-11.0 e_tot_ev=-71094.0916 charge=+1
O 7.237513 1.263770 2.455878 0.1 0.1 0.1
C 7.344241 1.513651 1.081912 0.1 -0.1 0.0
C 7.678449 2.969388 0.728009 -0.4 -0.1 0.1
P 6.258929 4.082578 0.745462 -0.2 -0.2 -0.3
C 4.892438 3.534164 -0.303124 0.0 -0.2 0.1
C 3.937483 2.613253 0.465567 -0.2 0.1 0.3
S 2.316132 2.615585 -0.360046 0.0 0.0 -0.3
C 1.312684 2.176227 0.992867 0.3 -0.4 0.0
N 1.198407 1.011074 1.541049 -0.1 0.4 -0.2
N 0.247995 1.156386 2.538957 0.0 0.6 0.1
C -0.124231 2.393943 2.508793 0.4 -0.3 -0.2
O 0.520295 3.113530 1.556836 -0.3 -0.2 0.3
H 6.667267 1.895124 2.902610 -0.2 -0.1 0.0
H 6.473122 1.153278 0.530904 -0.1 0.1 -0.1
H 8.183856 0.920858 0.730513 0.1 -0.1 0.0
H 8.414941 3.353759 1.430921 0.2 0.1 -0.1
H 8.061010 2.998858 -0.291243 0.2 0.2 -0.1
H 6.639772 5.368808 0.363533 0.1 0.0 0.1
H 5.727228 4.208590 2.028637 0.1 0.1 0.1
H 5.312808 3.053618 -1.185120 0.0 -0.1 -0.1
H 4.351599 4.415589 -0.645091 0.0 0.2 0.0
H 3.783332 2.996331 1.472391 0.0 0.0 0.1
H 4.304685 1.596064 0.553431 0.1 -0.1 -0.1
H -0.843079 2.896988 3.127979 -0.1 0.0 0.0
C -8.501919 0.761791 1.156340 0.0 0.0 0.0
C -9.031714 -0.380600 1.746505 0.0 0.0 0.0
C -8.228673 -1.200538 2.521054 -0.1 0.0 0.0
C -6.888453 -0.886195 2.702703 0.1 0.1 0.0
C -6.352114 0.253358 2.096513 0.0 -0.1 0.0
C -7.165579 1.078392 1.330013 -0.1 0.0 -0.1
C -4.911350 0.592811 2.246769 0.0 0.1 -0.1
O -4.438727 1.587289 1.731774 0.0 0.0 0.0
C -4.056774 -0.328302 3.047610 -0.1 0.0 0.0
C -2.700598 -0.052281 3.156593 0.1 -0.2 0.1
C -1.880241 -0.882411 3.900596 -0.1 -0.1 0.1
C -2.424831 -1.988213 4.549690 0.0 0.0 0.0
C -3.776558 -2.269620 4.442843 0.1 0.0 0.0
C -4.597158 -1.444646 3.684544 0.0 0.1 0.0
C -6.045997 -1.774266 3.554167 -0.1 -0.1 0.1
O -6.519850 -2.734896 4.120474 0.0 0.0 0.0
H -9.133888 1.403777 0.557476 0.0 0.0 0.0
H -10.074332 -0.629975 1.602137 0.0 0.0 0.0
H -8.633437 -2.087384 2.988161 0.1 0.0 0.0
H -6.744389 1.962243 0.871907 0.1 0.0 0.0
H -2.302276 0.805371 2.643256 0.0 0.1 -0.1
H -0.823586 -0.674769 3.972699 0.0 0.0 0.0
H -1.787439 -2.636354 5.136557 0.0 0.0 0.0
H -4.203461 -3.129416 4.940206 -0.1 0.0 0.0
C 2.447395 -2.766712 -7.224584 0.0 0.0 0.0
C 2.483097 -1.376343 -7.226522 0.0 0.0 0.0
C 2.011232 -0.667436 -6.135130 0.1 0.0 -0.1
C 1.491903 -1.345611 -5.039228 0.0 -0.1 0.0
C 1.441273 -2.741781 -5.044796 0.0 0.1 0.0
C 1.928053 -3.448036 -6.136991 0.0 0.0 -0.1
C 0.857785 -3.495504 -3.897643 0.0 -0.1 0.0
O 0.826838 -4.706725 -3.896121 0.0 0.0 0.0
C 0.310448 -2.710898 -2.754323 0.0 0.1 0.0
C -0.283348 -3.383288 -1.693730 0.0 0.0 0.1
C -0.786283 -2.671246 -0.617457 0.0 0.0 0.0
C -0.694650 -1.283778 -0.593452 0.0 0.0 0.0
C -0.109877 -0.610129 -1.652487 -0.1 0.0 0.2
C 0.391788 -1.317178 -2.736142 0.0 0.0 -0.1
C 1.002562 -0.566090 -3.868403 0.0 0.1 0.0
O 1.105391 0.644653 -3.832694 0.0 0.0 0.0
H 2.821555 -3.318529 -8.076447 0.0 0.0 0.0
H 2.879119 -0.846696 -8.082689 0.0 0.0 0.0
H 2.036743 0.413259 -6.127034 0.0 0.0 0.1
H 1.891506 -4.528395 -6.128610 0.0 0.0 0.1
H -0.348407 -4.462059 -1.719829 0.0 0.0 -0.1
H -1.251816 -3.196510 0.205895 0.0 0.0 0.0
H -1.084624 -0.730556 0.251482 0.0 0.0 0.0
H -0.041213 0.469009 -1.645281 0.0 0.0 -0.1



# 3
75
Properties=species:S:1:pos:R:3:forces:R:3 method="wB97M-V/def2-TZVPD" gap_ev=6.6 fmax_ev_per_a=0.8 e_homo_ev=-13.0 e_tot_ev=-199846.0358 charge=+2
Sn 0.163639 0.816769 -1.137431 0.1 0.6 -0.5
C 3.188491 3.053007 2.010574 -0.1 -0.2 -0.3
O 3.950533 2.267657 1.026773 -0.2 0.2 0.1
C 3.049366 1.654829 0.271876 0.3 0.1 0.1
N 1.814279 1.910833 0.451837 -0.2 -0.2 0.3
C 1.718129 2.909970 1.540622 0.1 -0.1 -0.1
C 0.774467 2.512110 2.651122 -0.1 0.0 0.0
C 0.254627 3.502362 3.484479 -0.1 0.0 -0.1
C -0.578793 3.160675 4.539874 0.0 0.0 0.0
C -0.904928 1.826664 4.769906 0.0 0.0 0.0
C -0.383458 0.836658 3.947581 0.0 0.0 0.0
C 0.456823 1.180592 2.892817 0.2 0.1 0.2
C 3.551165 0.712202 -0.756042 -0.1 0.2 0.2
C 4.888737 0.566550 -1.076420 0.2 0.0 0.0
C 5.221145 -0.358260 -2.061062 0.0 0.0 0.0
C 4.219519 -1.100943 -2.673081 0.2 -0.1 -0.1
C 2.912486 -0.869741 -2.280255 -0.2 -0.2 -0.1
N 2.592840 0.018817 -1.354308 -0.1 0.0 0.3
C 1.734474 -1.588116 -2.819119 0.6 -0.3 -0.2
N 0.545563 -1.251353 -2.543936 -0.4 -0.4 -0.1
C -0.341740 -2.170983 -3.309324 -0.1 0.0 0.2
C 0.632640 -3.256958 -3.788320 0.1 0.2 0.0
O 1.953056 -2.643423 -3.601163 -0.3 0.1 0.1
C -1.539015 -2.579009 -2.473783 0.0 0.0 0.0
C -2.383332 -1.564085 -2.018915 0.0 -0.1 0.0
C -3.497440 -1.851862 -1.247836 0.0 0.0 0.0
C -3.789311 -3.172725 -0.921313 0.0 0.0 0.0
C -2.972722 -4.190276 -1.389580 0.1 0.0 0.0
C -1.853317 -3.895544 -2.167638 0.0 0.0 0.1
H 3.352800 2.607988 2.983733 0.1 -0.1 0.1
H 3.564282 4.068953 1.999848 0.1 0.1 -0.1
H 1.360819 3.836341 1.087337 0.0 0.1 0.0
H 0.494368 4.548888 3.303220 0.0 -0.1 0.0
H -0.975159 3.935371 5.187868 0.0 -0.1 -0.1
H -1.554106 1.561452 5.597048 0.1 0.0 -0.1
H -0.621314 -0.206807 4.130765 0.0 0.1 0.0
H 0.898188 0.404571 2.276943 -0.1 0.0 0.0
H 5.641465 1.150790 -0.561392 -0.1 0.0 -0.1
H 6.256176 -0.505384 -2.340946 0.0 0.0 0.0
H 4.436441 -1.843930 -3.430704 0.0 0.1 0.1
H -0.711857 -1.621645 -4.175459 0.0 0.2 -0.1
H 0.606609 -4.159999 -3.190028 0.1 -0.1 0.1
H 0.529169 -3.504438 -4.836828 0.0 0.0 -0.1
H -2.185817 -0.539652 -2.316071 0.0 0.1 0.0
H -4.150911 -1.052089 -0.911453 0.1 -0.1 0.0
H -4.663775 -3.407643 -0.323173 0.1 0.0 -0.1
H -3.208334 -5.224117 -1.158932 0.0 0.1 0.0
H -1.240826 -4.713547 -2.528947 -0.1 0.0 0.0
Se -0.400428 1.380015 -4.535035 0.0 0.1 -0.1
Te 1.201977 3.066912 -4.997207 -0.1 -0.2 0.1
Te 0.799105 5.143617 -3.272041 -0.1 0.1 0.0
Se 2.571593 3.362645 -2.862202 0.1 0.0 0.0
C 0.125452 -4.154791 2.022156 0.0 -0.1 0.1
C -1.111178 -3.666624 2.435537 0.0 -0.1 0.0
C -1.553916 -2.431424 2.006482 -0.2 0.1 -0.1
C -0.751342 -1.681674 1.149543 0.0 0.1 -0.1
C 0.479721 -2.170477 0.730317 -0.1 0.1 -0.1
C 0.922798 -3.407412 1.169495 0.0 0.0 0.0
N -1.126994 -0.375766 0.681966 0.6 -0.4 -0.1
N -2.114008 0.123013 1.215859 -0.4 0.4 0.1
C -2.490133 1.437435 0.796805 0.2 -0.1 -0.1
C -3.545823 2.012401 1.464892 -0.2 0.0 0.2
C -3.952526 3.286783 1.083359 -0.1 0.0 0.1
C -3.294376 3.921598 0.048472 0.0 0.1 -0.1
C -2.233782 3.266589 -0.564796 0.0 -0.1 0.1
N -1.837233 2.051726 -0.192126 -0.1 -0.1 0.2
H 0.467701 -5.122672 2.368773 0.0 0.1 0.0
H -1.732691 -4.261011 3.093995 0.0 0.0 0.0
H -2.517799 -2.045435 2.310460 0.0 0.0 0.0
H 1.091318 -1.583560 0.055637 0.1 0.0 0.0
H 1.882986 -3.790487 0.846964 0.0 0.0 0.0
H -4.025482 1.464245 2.266091 0.0 0.1 -0.1
H -4.780845 3.768536 1.586782 0.0 0.0 0.0
H -3.593522 4.905915 -0.291452 0.0 -0.1 0.0
H -1.686716 3.728384 -1.379487 0.0 0.0 0.0



| no. | E_LUMO (eV) |
| --- | --- |
| 1 | -3.30 |
| 2 | -3.41 |
| 3 | -6.37 |